# 1
DFT (the ωB97M-V functional and the def2-TZVPD basis) results for 3 unconnected molecules or ions with the total composition C43H80FN6O5.

```
135
C43H80FN6O5 (the ωB97M-V functional and the def2-TZVPD basis)
H -2.53 -0.68 0.64
C -0.31 -0.10 -3.33
H 9.54 -0.90 -1.98
H -3.12 -0.65 4.97
C -3.75 -8.61 0.39
C 1.20 5.02 -1.70
H 3.62 1.25 4.19
C -5.16 7.36 -2.09
H -2.77 8.86 -3.50
C -0.40 4.66 1.85
H 5.12 -3.68 -1.72
C 6.41 -2.05 -2.66
C -3.17 -6.28 0.50
H -6.05 5.82 -5.47
H 1.51 -1.06 -6.54
C -2.18 7.74 -1.30
H -3.76 -7.02 3.02
H -1.51 -10.04 2.66
C -0.56 -0.17 1.76
C 0.41 -1.13 -4.42
C 2.94 1.90 3.45
H -0.30 -0.27 -6.47
H -6.57 6.27 -3.35
H -2.91 -9.16 0.82
H 4.15 -2.12 -2.14
H 2.31 2.61 4.14
H -3.64 -2.92 3.15
H -3.14 -5.45 -0.21
H -1.75 -8.41 4.87
C -0.45 2.24 3.19
H -1.27 8.47 -4.36
N -2.40 -0.60 4.22
C 0.23 -1.43 1.06
H -4.07 -6.13 1.09
C -1.15 3.23 2.08
H 1.30 -3.41 -4.77
H -5.76 7.32 -1.17
C -1.88 -6.20 1.34
C 4.21 -0.66 1.93
C -2.95 -1.01 2.86
C 0.51 -3.31 -2.47
H -3.76 6.17 -2.98
H -2.43 5.61 -1.16
H -4.48 -8.35 1.17
H 7.20 -2.93 -2.83
C 7.24 -0.73 -2.16
O 3.96 2.53 1.12
H -1.54 -10.57 4.37
H -1.99 -2.88 3.30
H 0.74 6.45 0.15
H -4.23 -9.27 -0.33
O -3.27 -7.46 -0.30
H -1.11 2.65 1.04
C -2.19 -0.13 1.65
H 1.86 4.32 1.77
O -1.36 7.69 -2.46
C -2.74 -8.27 4.41
C 5.16 -2.49 -1.67
H 0.77 3.94 -1.85
C 0.37 0.97 2.54
H 6.00 -1.81 -3.76
C 0.79 -2.70 -4.00
H -0.16 5.25 2.85
H -3.49 6.51 -0.09
H -1.35 1.79 3.84
H 0.90 3.27 0.46
H -1.03 -6.36 0.67
N -1.72 -7.16 2.44
H 2.42 -2.41 0.74
H -4.79 6.76 -6.31
C -6.08 7.25 -3.31
H 7.92 0.55 0.08
C -3.07 6.49 -1.10
N 2.71 -0.42 1.95
C -2.76 -7.06 3.47
C 2.03 0.78 2.63
H -4.92 -0.85 3.70
H 8.51 -2.32 -1.12
C 0.97 4.33 0.97
C -0.50 -2.65 0.20
C -2.14 -10.39 3.48
H -1.52 -1.10 4.47
C 1.35 5.48 -0.13
H -1.72 -8.09 2.05
H -4.89 -1.30 2.07
H 2.27 5.12 -2.23
C 4.01 2.70 2.47
C 8.67 -0.35 0.14
C 0.72 -0.48 -5.91
H -3.45 -8.09 5.22
C 8.61 -1.15 -1.31
H -2.61 -11.33 3.17
H 2.51 5.73 0.02
H -1.77 -5.18 1.74
H -2.67 0.93 1.60
H -2.74 8.68 -1.25
H -6.87 8.00 -3.21
H -2.47 7.20 -4.14
H -2.32 3.34 2.30
C 5.38 -2.10 -0.10
H 8.27 -1.07 1.00
N -2.77 -2.50 2.71
H 3.86 -0.43 -0.42
H -0.02 -3.71 0.43
O -3.18 -9.46 3.74
N -4.44 -0.69 2.79
C 4.73 -0.66 0.36
H -4.34 5.78 -4.91
C -0.58 -0.71 -1.83
H 4.84 -2.96 0.53
C -0.18 -2.28 -1.40
H -2.61 -6.14 4.05
H 9.76 -0.04 0.46
C 1.86 -1.49 1.22
C -5.14 6.41 -5.33
O -5.37 7.55 -4.52
H 0.52 5.84 -2.23
H 5.48 0.25 0.26
H 4.37 -1.78 2.31
H 6.59 0.06 -1.60
H 7.64 -0.19 -3.15
H -4.67 8.34 -2.14
H -1.09 5.34 1.16
N -4.17 6.28 -2.06
H 1.19 0.60 -5.71
H -0.60 1.02 -3.58
C -2.02 8.08 -3.66
F 5.07 3.62 2.96
H -1.48 7.77 -0.45
H -1.67 -2.66 0.31
H 0.16 2.92 3.92
H 0.80 -4.41 -2.15
H -1.06 0.01 -1.03
H 6.50 -2.10 0.25
H 4.83 0.02 2.64
```

Computed properties:
strongest force on any atom	0.1963	hartree/bohr
charge	+1
HOMO	-10.154	eV
LUMO energy	-4.226	eV
E_tot	-2489.79698	Ha
orbital gap	5.93	eV


# 2
DFT (the ωB97M-V functional and the def2-TZVPD basis) results for 8 unconnected molecules or ions with the total composition C43H84BN7OP.

```
137
C43H84BN7OP (the ωB97M-V functional and the def2-TZVPD basis)
H -4.89 -2.47 -0.59
H 0.62 -1.58 0.50
H -10.96 -1.86 5.68
H -9.84 -0.15 7.25
H 10.24 0.08 -2.47
H 6.78 -4.54 -2.21
C 4.27 1.99 -1.41
H -4.95 -4.17 1.24
H 4.88 -2.72 2.79
O 6.85 -2.62 -1.44
H 7.25 5.16 -7.90
H 5.04 4.02 -7.93
C 11.81 3.58 -1.77
C -3.67 -4.06 -1.16
H -4.99 -6.29 -0.10
H -10.10 -2.99 8.39
H 4.69 -1.31 -2.46
C -9.97 -0.86 8.07
C -5.90 -5.73 0.10
H 12.18 3.63 -0.75
H 8.88 2.67 -5.37
C 5.09 5.11 -7.97
C 3.86 5.71 -7.28
H -6.54 -3.75 0.63
H -9.14 -0.72 8.77
C -14.91 -1.72 4.22
C 3.41 -1.75 4.94
H 0.76 -0.17 -0.55
P 10.39 2.34 -1.73
H 9.43 5.05 -3.36
H -10.98 -3.56 6.12
C 5.55 4.13 -1.32
H 6.36 -3.24 -3.31
H 3.91 6.80 -7.32
H -10.89 -0.62 8.59
C 4.01 0.68 -2.14
B 9.10 2.90 -3.12
N -13.51 -0.87 2.20
C 6.41 5.26 -1.95
H -0.97 -2.64 -1.13
H 3.10 0.26 -1.74
N 3.70 4.97 -4.79
H 4.17 3.53 -2.84
H 4.69 4.64 -0.90
C 7.33 4.98 -3.14
H -6.39 -6.19 0.96
H 4.98 -0.33 0.08
C -12.42 -2.40 7.08
H 10.31 3.63 -4.94
N -13.46 -2.28 7.56
H 7.50 5.96 -3.59
H 6.05 3.68 -0.48
H 6.88 4.37 -3.91
C 9.70 2.78 -4.66
H 12.67 2.61 -3.51
H 8.96 4.72 -1.73
H 5.91 -0.14 -2.76
H -16.47 -1.08 5.55
H 5.22 -3.74 -2.09
H -16.53 -0.30 3.98
H 3.06 -0.79 4.54
H -11.72 -3.15 3.15
H 2.01 -2.96 3.84
H -14.25 -2.06 5.02
H 5.11 -2.64 -0.29
C 6.27 -3.58 -2.29
C 4.96 3.09 -2.25
H -14.51 1.07 4.59
H 10.33 1.91 -4.78
C 5.69 -0.62 -0.70
H -11.73 -2.39 1.58
H -11.09 -0.77 3.35
C -11.08 -2.70 2.39
H 3.29 2.37 -1.13
H -5.64 -3.61 -1.69
C 6.41 5.58 -7.35
H 3.40 -3.84 4.46
H 2.96 5.41 -7.81
H 7.07 5.63 -1.17
C -10.10 -3.77 1.88
H 11.44 4.53 -2.09
H -0.79 -1.26 -2.19
C -15.85 -0.63 4.77
C -2.15 -1.30 0.93
H -10.66 -4.65 1.56
C 6.02 -2.06 -0.45
H 11.73 0.25 -1.57
H 13.59 4.00 -2.94
C -9.29 -3.30 0.76
C -14.13 -1.24 3.09
H 5.75 6.09 -2.18
H 3.61 -3.66 2.04
H -9.70 -1.78 3.79
C 3.09 -2.90 4.00
C 11.09 0.72 -2.31
H -2.89 -1.04 -1.00
C -5.61 -4.26 0.37
C -4.99 -3.54 -0.82
H 5.67 2.63 -2.91
C -10.37 -1.49 2.97
H 2.92 -1.90 5.90
H 3.79 0.90 -3.18
H 4.82 1.86 -0.49
H 1.35 -1.74 -1.09
H 5.07 5.39 -9.03
H 11.64 0.79 -3.25
N -8.64 -2.92 -0.10
H -1.80 0.23 -0.46
H -9.76 -0.98 2.21
H 13.67 2.50 -2.06
C -9.98 -2.30 7.55
H -15.80 1.28 5.76
H -9.44 -4.10 2.69
C 13.00 3.13 -2.63
C -15.10 0.56 5.35
N -2.62 -4.47 -1.41
H 8.16 2.12 -3.01
C -0.80 -1.56 -1.15
H 6.49 6.67 -7.39
H 6.57 -2.09 0.49
H 6.57 0.00 -0.59
C 0.56 -1.25 -0.53
C 8.73 4.46 -2.77
H 4.48 -1.67 5.12
C 3.76 5.28 -5.89
C -11.08 -2.55 6.52
H -15.50 -2.58 3.91
C 3.80 -2.77 2.64
H -9.01 -2.52 7.09
N 3.01 -0.68 1.31
C 5.10 -0.38 -2.09
N -2.31 -1.66 2.01
C -1.96 -0.85 -0.45
H -14.43 0.24 6.15
H 6.49 5.27 -6.31
H -6.57 -5.84 -0.76
C 3.35 -1.60 1.90
```

Computed properties:
strongest force on any atom	0.0303	hartree/bohr
charge	-1
HOMO	-2.785	eV
LUMO energy	1.007	eV
E_tot	-2513.49660	Ha
orbital gap	3.79	eV


# 3
DFT (the ωB97M-V functional and the def2-TZVPD basis) results for 6 unconnected molecules or ions with the total composition C43H87N2O8.

```
140
C43H87N2O8 (the ωB97M-V functional and the def2-TZVPD basis)
H 0.20 3.16 0.77
H 7.95 2.10 0.06
C 1.45 -5.06 8.44
C 3.21 -7.82 6.01
H 9.50 0.68 -3.32
H -4.63 2.11 -1.18
H 0.62 -3.23 1.41
H 4.62 2.35 -1.77
H -8.78 0.45 0.24
H -3.85 -2.72 -2.89
C -7.74 -1.43 -3.25
H 7.79 3.83 -0.26
C 7.36 2.99 0.29
H 1.30 1.96 -1.32
H -6.14 -1.06 -4.62
H -7.96 -0.36 -3.26
H 2.56 1.65 -1.38
C -2.92 -2.47 -0.10
H 0.94 -0.92 -2.91
H -6.02 0.50 -0.34
O -1.39 -2.77 1.58
H 2.53 3.23 -1.18
H -8.47 -1.77 0.17
H 7.31 -0.02 -6.36
H 4.55 -9.35 5.33
H 3.53 -2.24 -0.46
H 5.32 7.71 2.07
H -6.83 -1.46 -0.27
H -3.46 3.73 -4.69
C 3.39 -6.79 4.92
C -5.28 -1.08 -2.66
H -7.49 -3.01 -1.83
H -2.84 -3.48 -0.48
C 0.82 -4.05 7.52
C 3.52 -9.26 5.65
H -9.13 -2.45 -1.93
H 6.04 3.33 -2.21
H -8.39 -1.87 -4.02
H -1.18 -4.82 7.45
H 0.54 4.91 -1.24
H -4.86 4.57 -4.07
H -0.79 2.38 -2.26
H -3.78 1.83 -3.31
H -6.08 -2.66 -3.95
C -1.59 -2.00 0.46
H -3.67 -2.40 0.69
H -5.34 2.22 -4.03
O 5.02 2.85 0.66
H -0.93 -3.55 8.65
C -0.81 -1.62 -1.76
N 2.55 -0.45 -1.02
C 1.49 2.99 -0.98
H 2.87 -9.58 4.84
H 6.49 1.55 -6.22
H -1.61 -0.93 0.74
C -3.07 4.57 -2.77
H 4.11 0.85 -1.62
C -0.67 -3.87 7.64
H -5.81 -0.63 -1.81
C 0.59 3.95 -1.76
H 0.46 -4.52 3.31
O 5.98 5.83 4.43
H 6.14 0.24 -5.07
H 4.58 5.16 1.77
C 3.22 0.87 -0.99
C 6.92 0.72 -5.66
H -1.06 5.22 -3.13
C -4.04 3.91 -3.77
H 8.02 -0.30 -3.25
H 7.41 3.20 1.35
H 3.35 -9.89 6.52
H 0.27 -3.02 4.27
C 8.02 1.22 -4.76
H -7.43 2.57 -2.06
H 2.75 -7.03 4.07
H -1.01 -3.12 6.93
H -2.41 -0.90 -2.98
H -3.83 -0.76 -0.74
H -0.74 -2.42 -2.50
H 3.15 -5.80 5.30
H -3.32 4.31 -1.74
H -1.14 -3.86 3.62
H -2.11 0.14 -1.61
H 6.22 1.59 -1.90
H -6.98 1.85 0.20
C 5.07 7.60 3.13
C 4.36 5.15 2.83
C -4.60 2.56 -3.31
H 3.82 -0.89 0.63
C 5.93 2.78 -0.13
C -7.86 -1.30 -0.61
H -8.77 0.47 -1.50
C -2.17 -0.90 -1.92
H 4.43 -6.80 4.57
H 5.74 8.23 3.72
H -4.67 -0.28 -3.10
O -0.60 -2.25 -0.50
H 4.55 4.15 3.22
H -4.94 -2.85 -1.49
C -5.28 2.59 -1.92
O 0.64 0.19 0.10
H 2.26 -1.72 0.67
C 5.22 6.16 3.55
C 8.73 0.20 -3.91
C 3.06 -1.38 0.01
H 1.77 3.93 0.95
C -6.90 1.10 -0.60
H 3.51 1.17 0.03
C 1.15 -0.25 -0.88
C -8.10 -2.10 -1.91
O 8.32 2.39 -4.73
H -0.15 0.36 -2.40
H 0.26 -1.75 2.32
H -1.48 3.78 -4.02
H 9.19 -0.56 -4.54
C -1.58 4.27 -3.05
N -3.34 -1.53 -1.20
H 1.28 -4.76 9.48
C -6.63 1.84 -1.90
C 0.30 -0.59 -2.09
C -0.11 -3.60 3.42
C -8.17 0.21 -0.63
H -3.21 5.66 -2.84
O 2.84 -7.50 7.12
H 4.04 7.93 3.27
C -0.84 3.44 -1.98
H -1.37 3.51 -1.03
C 1.27 3.05 0.54
H -5.41 3.62 -1.57
H 1.65 2.17 1.04
H 1.05 4.12 -2.74
H 1.02 -6.04 8.28
H 2.52 -5.11 8.25
C -4.36 -2.15 -2.11
O 1.47 -3.41 6.72
H -6.64 1.16 -2.76
C 5.69 2.50 -1.60
H 3.30 5.39 2.97
C -0.06 -2.78 2.13
C -6.29 -1.62 -3.70
```

Computed properties:
strongest force on any atom	0.0470	hartree/bohr
charge	+1
HOMO	-10.562	eV
LUMO energy	-2.346	eV
E_tot	-2401.69132	Ha
orbital gap	8.22	eV